(1)
{
  "formula": "C19H37NO7S",
  "method": "ωB97M-V/def2-TZVPD",
  "species": ["C", "C", "C", "N", "C", "C", "C", "S", "O", "O", "O", "C", "H", "H", "H", "H", "H", "H", "H", "H", "H", "H", "H", "H", "H", "C", "C", "C", "O", "H", "H", "H", "H", "H", "H", "C", "C", "C", "O", "H", "H", "H", "H", "H", "H", "C", "C", "C", "O", "H", "H", "H", "H", "H", "H", "C", "C", "C", "O", "H", "H", "H", "H", "H", "H"],
  "positions_angstrom": [[-3.920, -10.241, 0.236], [-4.301, -8.789, 0.351], [-4.985, -8.196, -0.870], [-4.045, -8.146, 1.418], [-3.309, -6.895, 1.475], [-4.204, -5.642, 1.364], [-3.445, -4.313, 1.247], [-2.050, -4.435, 0.171], [-2.578, -4.637, -1.151], [-1.171, -3.327, 0.341], [-1.322, -5.751, 0.657], [-2.152, -6.931, 0.491], [-3.375, -10.321, -0.710], [-4.773, -10.919, 0.161], [-3.243, -10.525, 1.035], [-5.986, -7.847, -0.625], [-4.386, -7.377, -1.275], [-5.054, -8.934, -1.668], [-2.868, -6.845, 2.474], [-4.958, -5.730, 0.583], [-4.757, -5.590, 2.304], [-3.071, -3.959, 2.208], [-4.073, -3.530, 0.826], [-2.455, -6.972, -0.553], [-1.507, -7.770, 0.740], [-2.177, 1.170, 3.291], [-2.871, 0.419, 2.184], [-2.021, -0.529, 1.373], [-4.051, 0.566, 1.952], [-2.897, 1.813, 3.795], [-1.755, 0.471, 4.014], [-1.375, 1.786, 2.882], [-1.596, -1.299, 2.017], [-1.207, 0.013, 0.890], [-2.632, -1.004, 0.610], [0.553, 4.946, 1.753], [0.655, 4.238, 3.076], [0.955, 5.092, 4.286], [0.507, 3.040, 3.177], [0.338, 4.227, 0.968], [-0.249, 5.687, 1.791], [1.489, 5.448, 1.519], [0.172, 5.840, 4.418], [1.911, 5.603, 4.155], [1.003, 4.465, 5.173], [3.339, 6.610, -2.452], [2.437, 5.559, -1.860], [1.890, 4.522, -2.810], [2.161, 5.539, -0.681], [3.662, 7.292, -1.668], [4.215, 6.148, -2.903], [2.807, 7.174, -3.219], [2.709, 3.974, -3.278], [1.300, 5.004, -3.591], [1.258, 3.824, -2.265], [7.865, 7.423, -2.990], [7.132, 6.685, -4.083], [7.944, 5.730, -4.923], [5.950, 6.853, -4.277], [7.172, 8.074, -2.463], [8.296, 6.712, -2.283], [8.668, 8.025, -3.417], [8.379, 4.953, -4.293], [8.750, 6.266, -5.427], [7.303, 5.267, -5.670]],
  "nbo_charge": [-0.67, 0.41, -0.72, -0.50, -0.08, -0.42, -0.69, 2.40, -0.96, -0.92, -0.70, -0.09, 0.22, 0.23, 0.23, 0.24, 0.24, 0.22, 0.20, 0.22, 0.23, 0.24, 0.27, 0.21, 0.21, -0.73, 0.60, -0.72, -0.56, 0.22, 0.23, 0.26, 0.23, 0.24, 0.23, -0.72, 0.60, -0.72, -0.57, 0.24, 0.22, 0.26, 0.23, 0.23, 0.23, -0.72, 0.61, -0.72, -0.57, 0.23, 0.25, 0.23, 0.23, 0.23, 0.23, -0.72, 0.60, -0.72, -0.55, 0.24, 0.23, 0.23, 0.23, 0.23, 0.24],
  "e_lumo_ev": 0.66,
  "e_homo_ev": -8.62,
  "energy_ha": -1725.714810,
  "charge": 0
}

=====

(2)
{
  "formula": "C19H38BCdFIO3",
  "method": "ωB97M-V/def2-TZVPD",
  "species": ["C", "O", "C", "C", "C", "C", "C", "C", "C", "C", "C", "C", "B", "C", "C", "C", "F", "O", "C", "C", "C", "C", "C", "I", "O", "H", "H", "H", "H", "H", "H", "H", "H", "H", "H", "H", "H", "H", "H", "H", "H", "H", "H", "H", "H", "H", "H", "H", "H", "H", "H", "H", "H", "H", "H", "H", "H", "H", "H", "H", "H", "H", "H", "Cd"],
  "positions_angstrom": [[0.305, 0.054, 3.197], [1.248, 0.505, 4.146], [2.589, 0.221, 3.831], [3.027, 0.482, 2.379], [3.277, -0.785, 1.524], [4.624, -0.764, 0.785], [4.659, -0.035, -0.559], [4.160, -0.864, -1.755], [2.715, -0.661, -2.260], [2.248, 0.784, -2.485], [1.015, 1.129, -1.533], [-0.297, 1.260, -2.286], [-1.604, 1.001, -1.291], [-2.332, 2.531, -1.141], [-3.610, 2.540, -0.331], [-3.352, 2.558, 1.149], [-2.503, 3.614, 1.468], [-1.275, 0.412, -0.007], [-1.532, -0.965, -0.271], [-2.911, -0.829, -0.917], [-3.638, -2.063, -1.371], [-3.860, -3.002, -0.183], [-5.250, -2.837, 0.403], [-3.485, -5.054, -0.694], [-2.614, 0.140, -1.889], [0.171, 0.802, 2.426], [0.598, -0.885, 2.732], [-0.654, -0.080, 3.677], [2.817, -0.803, 4.127], [3.182, 0.859, 4.473], [3.996, 0.972, 2.446], [2.355, 1.198, 1.893], [2.447, -1.012, 0.859], [3.333, -1.603, 2.229], [4.934, -1.791, 0.637], [5.328, -0.287, 1.453], [5.690, 0.224, -0.760], [4.113, 0.944, -0.434], [4.268, -1.895, -1.446], [4.819, -0.746, -2.603], [2.042, -1.221, -1.620], [2.668, -1.137, -3.229], [3.059, 1.503, -2.309], [1.935, 0.912, -3.506], [1.166, 2.125, -1.009], [1.012, 0.365, -0.769], [-0.307, 0.611, -3.155], [-0.364, 2.266, -2.675], [-2.514, 2.966, -2.115], [-1.589, 3.138, -0.625], [-4.117, 3.479, -0.553], [-4.305, 1.751, -0.590], [-4.280, 2.728, 1.685], [-2.906, 1.629, 1.488], [-0.887, -1.264, -1.109], [-1.392, -1.640, 0.559], [-3.517, -0.374, -0.116], [-4.627, -1.780, -1.707], [-3.160, -2.554, -2.210], [-3.178, -2.777, 0.619], [-5.443, -3.597, 1.143], [-5.271, -1.873, 0.902], [-6.014, -2.864, -0.362], [2.989, 2.337, -0.357]],
  "nbo_charge": [-0.26, -0.52, -0.05, -0.45, -0.42, -0.41, -0.30, -0.41, -0.41, -0.42, -0.40, -0.56, 0.86, -0.50, -0.46, 0.05, -0.37, -0.68, -0.09, 0.08, -0.45, -0.28, -0.63, 0.08, -0.59, 0.17, 0.16, 0.20, 0.17, 0.20, 0.21, 0.18, 0.20, 0.23, 0.23, 0.21, 0.24, 0.00, 0.23, 0.22, 0.21, 0.24, 0.14, 0.25, 0.13, 0.23, 0.24, 0.23, 0.23, 0.23, 0.24, 0.23, 0.18, 0.17, 0.16, 0.20, 0.17, 0.23, 0.23, 0.20, 0.23, 0.21, 0.22, 0.94],
  "e_lumo_ev": -7.57,
  "e_homo_ev": -10.40,
  "energy_ha": -1562.165451,
  "charge": 1
}

=====

(3)
{
  "formula": "C19H38FNO2",
  "method": "ωB97M-V/def2-TZVPD",
  "species": ["C", "O", "C", "C", "C", "C", "C", "C", "C", "C", "C", "C", "C", "C", "C", "O", "C", "F", "C", "C", "C", "C", "N", "H", "H", "H", "H", "H", "H", "H", "H", "H", "H", "H", "H", "H", "H", "H", "H", "H", "H", "H", "H", "H", "H", "H", "H", "H", "H", "H", "H", "H", "H", "H", "H", "H", "H", "H", "H", "H", "H"],
  "positions_angstrom": [[-2.004, -3.190, -0.044], [-3.302, -3.031, -0.556], [-3.611, -1.695, -0.916], [-3.362, -1.426, -2.410], [-2.285, -0.389, -2.749], [-2.589, 1.055, -2.307], [-2.287, 1.375, -0.831], [-1.703, 2.774, -0.643], [-1.254, 3.145, 0.783], [-2.080, 2.591, 1.950], [-1.838, 1.155, 2.445], [-0.373, 0.724, 2.655], [0.058, -0.493, 1.819], [1.576, -0.663, 1.709], [2.280, 0.325, 0.762], [1.347, 0.927, -0.152], [2.073, 1.475, -1.221], [1.464, 1.054, -2.374], [3.504, 0.954, -1.117], [3.346, -0.250, -0.179], [4.616, -0.794, 0.470], [4.754, -2.344, 0.570], [3.906, -3.189, -0.257], [-1.243, -2.756, -0.712], [-1.906, -2.724, 0.947], [-1.814, -4.259, 0.047], [-3.026, -1.010, -0.291], [-4.663, -1.545, -0.659], [-3.079, -2.393, -2.847], [-4.297, -1.130, -2.903], [-1.318, -0.696, -2.329], [-2.159, -0.392, -3.840], [-1.992, 1.731, -2.929], [-3.643, 1.269, -2.528], [-1.570, 0.636, -0.452], [-3.197, 1.268, -0.228], [-2.433, 3.519, -0.992], [-0.841, 2.859, -1.317], [-0.192, 2.890, 0.909], [-1.309, 4.238, 0.866], [-1.923, 3.255, 2.806], [-3.147, 2.686, 1.698], [-2.341, 0.427, 1.792], [-2.358, 1.084, 3.409], [0.313, 1.562, 2.497], [-0.251, 0.436, 3.708], [-0.377, -0.457, 0.818], [-0.346, -1.395, 2.297], [2.010, -0.559, 2.711], [1.803, -1.685, 1.382], [2.755, 1.137, 1.341], [1.983, 2.564, -1.214], [3.914, 0.711, -2.101], [4.123, 1.721, -0.641], [2.798, -1.000, -0.762], [4.667, -0.389, 1.490], [5.494, -0.388, -0.046], [5.789, -2.605, 0.324], [4.598, -2.645, 1.609], [4.012, -2.973, -1.237], [2.930, -3.078, -0.030]],
  "nbo_charge": [-0.25, -0.55, -0.06, -0.44, -0.39, -0.40, -0.41, -0.38, -0.41, -0.39, -0.40, -0.40, -0.38, -0.41, 0.11, -0.54, 0.47, -0.36, -0.45, -0.23, -0.43, -0.21, -0.82, 0.16, 0.16, 0.19, 0.17, 0.18, 0.22, 0.20, 0.20, 0.21, 0.20, 0.20, 0.20, 0.19, 0.19, 0.20, 0.20, 0.20, 0.20, 0.20, 0.20, 0.20, 0.20, 0.20, 0.21, 0.20, 0.21, 0.19, 0.16, 0.14, 0.23, 0.21, 0.21, 0.21, 0.21, 0.19, 0.19, 0.35, 0.35],
  "e_lumo_ev": 0.80,
  "e_homo_ev": -9.45,
  "energy_ha": -1051.818733,
  "charge": 0
}